Record 1
The following is a DFT calculation (the ωB97M-V functional and the def2-TZVPD basis) of a structure of composition C4HO2Pt at a distorted geometry.

Computed properties:
HOMO level (alpha / beta), eV: -7.296 / -10.036
Spin multiplicity: 4
Energy relative to the best compared isomer or geometry (same formula, charge and spin), kJ/mol: 0.0
Total charge: 0
Gap between HOMO and LUMO (alpha / beta), Ha: 0.2038 / 0.2459
E_LUMO (alpha / beta), eV: -1.750 / -3.344

Structure (XYZ):
```
8
Properties=species:S:1:pos:R:3:nbo_charge:R:1
O -0.239 1.744 0.194 -0.63
C 2.343 -0.227 1.860 0.09
C 1.421 0.099 1.087 -0.32
C 0.415 0.510 0.168 0.06
C -0.312 -0.401 -0.463 0.67
O -0.818 -1.260 -1.112 -0.51
Pt -2.171 -2.362 -1.062 0.16
H -0.640 1.895 -0.671 0.48
```

=====

Record 2
The following is a DFT calculation (the ωB97M-V functional and the def2-TZVPD basis) of a cluster of 2 separate species, C5H4OS2 in total at a distorted geometry.

Computed properties:
HOMO level, eV: -8.175
Energy relative to the best compared isomer or geometry (same formula, charge and spin), kJ/mol: 305.7
Total charge: 0
Gap between HOMO and LUMO, Ha: 0.2624
E_LUMO, eV: -1.036

Structure (XYZ):
```
12
Properties=species:S:1:pos:R:3:nbo_charge:R:1
C -1.807 -0.768 -0.316 -0.25
C -0.419 -0.924 -0.303 -0.20
C -2.231 0.533 -0.167 -0.40
C 0.218 0.261 -0.046 -0.36
C 1.573 0.477 0.202 -0.41
O 4.071 0.036 0.646 -0.90
S -0.904 1.563 0.162 0.50
S 2.850 -0.623 0.152 1.10
H -2.282 -1.713 -0.430 0.23
H 0.176 -1.900 -0.377 0.23
H -3.168 0.975 0.030 0.24
H 1.923 2.082 0.446 0.23
```